No. 1
19
Properties=species:S:1:pos:R:3:forces:R:3:lowdin_charge:R:1 method="wB97M-V/def2-TZVPD" multiplicity=2 homo_lumo_gap_ev="10.1794 / 7.0276" e_homo_ev="-9.28 / -8.95"
C 0.918 1.792 1.064 0.11 0.12 0.40 -0.1477
C -0.289 1.420 1.873 -0.13 0.35 -0.05 -0.2604
C -1.457 2.047 1.824 -0.25 -0.44 -0.05 -0.0247
H 1.099 1.080 0.256 0.16 0.10 0.11 -0.0136
H 0.833 2.798 0.654 -0.20 -0.08 -0.22 0.0765
H 1.791 1.825 1.720 0.10 -0.20 -0.09 0.0729
H -0.187 0.602 2.578 0.13 -0.02 0.04 0.0893
H -2.269 1.737 2.471 -0.01 -0.01 -0.02 0.0484
H -1.699 2.805 1.091 0.23 0.23 0.07 0.0563
C 0.398 -2.192 -1.663 0.87 -0.31 0.46 -0.3676
C -0.848 -1.335 -1.617 -0.28 0.13 0.09 -0.6209
S -0.542 0.443 -1.616 -0.25 -0.38 -0.29 0.6807
N 1.415 -1.866 -0.637 -0.66 0.14 -0.30 -0.0200
H 0.889 -2.134 -2.631 -0.05 0.02 -0.15 0.1031
H 0.136 -3.239 -1.490 -0.22 0.02 -0.20 0.1029
H -1.429 -1.592 -0.723 0.03 0.24 0.06 0.0706
H -1.531 -1.560 -2.444 0.08 0.10 -0.07 0.0667
H 0.903 -1.626 0.208 0.22 -0.12 0.20 0.0524
H 1.868 -1.004 -0.916 0.12 0.10 0.01 0.0350


No. 2
20
Properties=species:S:1:pos:R:3:forces:R:3:lowdin_charge:R:1 method="wB97M-V/def2-TZVPD" total_charge=-1 homo_lumo_gap_ev=3.5226 e_homo_ev=-2.49
C 0.318 -0.321 -1.729 0.17 1.83 -0.02 -0.2810
C 1.143 -0.881 -2.828 -0.97 0.03 -0.65 -0.7627
S 1.919 -2.389 -2.341 -0.25 -0.28 0.34 0.4512
C 1.050 0.406 -0.595 -1.42 -0.98 0.84 -0.2384
N 0.332 0.310 0.642 0.42 0.31 0.96 -0.1020
C -0.900 0.987 1.064 0.29 -0.63 -0.31 -0.3751
C -0.922 1.257 2.554 -1.14 0.95 0.12 -0.7665
S -2.614 1.857 2.992 0.12 0.04 0.06 0.0342
H -0.555 0.286 -1.979 -0.18 -0.29 -0.28 0.1273
H -0.097 -1.391 -1.311 -0.65 0.68 0.52 -0.0047
H 0.541 -1.005 -3.724 -0.18 -0.27 -0.15 0.0529
H 1.748 -0.003 -3.091 0.78 -0.25 0.29 0.0964
H -0.185 -2.242 -1.200 1.55 -0.79 -0.61 0.2184
H 1.086 1.463 -0.869 0.35 0.03 -0.20 0.1249
H 2.027 -0.039 -0.435 0.29 0.17 -0.29 0.1049
H 0.461 -0.530 1.178 0.29 -0.18 -0.21 0.1050
H -1.768 0.368 0.822 -0.22 0.13 -0.05 0.0709
H -1.024 1.940 0.554 0.10 0.09 -0.19 0.0923
H -0.213 2.056 2.785 0.23 -0.25 0.05 0.0309
H -0.746 0.392 3.184 0.42 -0.35 -0.21 0.0210


No. 3
18
Properties=species:S:1:pos:R:3:forces:R:3:lowdin_charge:R:1 method="wB97M-V/def2-TZVPD" homo_lumo_gap_ev=9.1221 e_homo_ev=-8.13
C -1.180 0.945 -1.124 -0.15 0.37 0.90 -0.0350
C -0.541 -0.652 -0.171 -0.80 2.11 -0.44 -0.2626
C -1.734 -1.064 0.661 -0.13 0.05 -0.24 -0.1270
C 0.634 -0.225 0.686 -0.05 0.11 -0.23 -0.2219
C 1.873 0.138 -0.103 -0.35 -0.08 -0.32 -0.2903
O 2.882 0.525 0.811 0.30 0.09 -0.07 -0.0678
H -0.582 1.367 -1.961 0.04 -0.64 0.69 0.0605
H -1.146 1.591 -0.269 -0.25 0.69 0.22 0.0384
H -2.201 0.786 -1.500 0.32 -0.19 0.43 0.0566
H -0.606 -0.454 -1.255 1.04 -2.70 -0.34 0.0517
H -2.044 -0.239 1.326 -0.05 -0.15 -0.14 0.0788
H -1.508 -1.913 1.327 0.17 0.22 -0.36 0.0796
H -2.584 -1.359 0.045 -0.02 0.07 0.05 0.0712
H 0.341 0.621 1.332 0.12 -0.05 -0.13 0.1205
H 0.912 -1.030 1.389 -0.27 0.06 -0.35 0.1269
H 1.634 0.955 -0.801 0.11 -0.07 0.09 0.1119
H 2.178 -0.734 -0.701 0.03 0.15 0.10 0.1235
H 3.674 0.743 0.307 -0.08 -0.02 0.15 0.0850


No. 4
18
Properties=species:S:1:pos:R:3:forces:R:3:lowdin_charge:R:1 method="wB97M-V/def2-TZVPD" smiles=CC(C)(C)CO homo_lumo_gap_ev=8.9262 e_homo_ev=-8.11
C 0.631 0.268 1.419 -0.20 -0.26 -0.21 -0.0693
C 0.105 0.237 -0.033 -0.77 -0.04 -0.19 -0.5461
C 1.087 0.961 -0.971 -0.25 -0.25 -0.04 -0.0687
C -1.299 0.730 -0.114 -0.40 0.33 0.03 -0.1013
C -0.164 -1.520 -0.618 -0.27 3.08 0.69 -0.1530
O -1.162 -2.165 0.093 0.27 0.02 0.38 -0.0587
H 1.671 -0.078 1.526 -0.27 0.00 -0.19 0.0813
H -0.004 -0.355 2.058 0.06 0.05 0.00 0.0793
H 0.597 1.291 1.830 -0.06 -0.27 -0.27 0.0871
H 2.117 0.573 -0.918 -0.32 -0.06 0.07 0.0812
H 0.757 0.888 -2.013 0.03 0.00 0.08 0.0780
H 1.148 2.035 -0.726 -0.13 -0.34 0.05 0.0880
H -1.427 1.699 0.371 -0.16 0.17 0.00 0.0806
H -1.598 0.803 -1.165 -0.10 0.11 0.14 0.0874
H -1.940 -0.011 0.377 -0.11 0.32 -0.03 0.0775
H -0.495 -1.352 -1.635 0.64 -0.13 -0.11 0.1055
H 0.776 -1.230 -0.227 1.90 -2.85 -0.25 0.0546
H -0.801 -2.773 0.747 0.13 0.11 -0.15 0.0966


No. 5
18
Properties=species:S:1:pos:R:3:forces:R:3:lowdin_charge:R:1 method="wB97M-V/def2-TZVPD" smiles="C=CC.CCO" homo_lumo_gap_ev=10.6080 e_homo_ev=-9.75
C -2.909 -0.863 -1.197 1.49 0.23 -0.29 -0.1115
C -1.624 -0.745 -2.016 -1.10 -0.28 -0.24 -0.2390
C -1.403 0.291 -2.809 0.31 0.04 -0.19 -0.0283
H -2.691 -1.472 -0.330 -0.36 -0.17 0.27 0.0590
H -3.183 0.133 -0.883 -0.41 0.22 0.18 0.0627
H -3.691 -1.300 -1.805 -0.23 -0.18 0.04 0.0697
H -1.013 -1.642 -2.036 0.29 0.20 -0.04 0.0860
H -0.573 0.362 -3.502 0.09 -0.13 0.18 0.0479
H -2.090 1.127 -2.833 -0.07 0.07 0.11 0.0547
C 2.136 0.605 1.285 0.39 2.09 0.13 -0.2906
O 1.561 1.891 1.697 0.09 -0.78 -0.34 -0.1075
C 2.520 -0.180 2.524 -0.49 0.06 -0.55 -0.0897
H 1.482 0.125 0.566 -0.21 -0.38 0.10 0.0988
H 2.987 1.001 0.723 0.21 -0.67 0.09 0.1093
H 0.723 1.714 2.121 -0.34 -0.02 0.17 0.0634
H 2.932 0.539 3.224 0.23 -0.11 0.17 0.0742
H 1.612 -0.605 2.952 0.07 -0.13 0.20 0.0705
H 3.225 -0.982 2.319 0.06 -0.05 0.01 0.0705


No. 6
18
Properties=species:S:1:pos:R:3:forces:R:3:lowdin_charge:R:1 method="wB97M-V/def2-TZVPD" homo_lumo_gap_ev=8.4795 e_homo_ev=-7.32
C 2.632 -0.352 0.562 0.04 0.01 0.06 -0.1149
C 1.626 -0.797 -0.501 0.01 0.01 -0.06 -0.2318
C 0.254 -0.295 -0.188 -0.07 -0.20 0.06 -0.2244
O -0.518 -0.015 -1.209 0.06 0.05 0.04 -0.1082
C -1.711 0.543 -1.060 -0.17 -0.09 -0.04 -0.2792
C -2.573 0.135 0.093 0.02 0.09 0.05 -0.1150
H 3.627 -0.764 0.365 -0.15 0.06 0.02 0.0693
H 2.319 -0.691 1.557 0.06 0.05 -0.14 0.0732
H 2.703 0.740 0.590 0.00 -0.16 0.00 0.0728
H 1.626 -1.897 -0.564 0.01 0.15 0.02 0.1110
H 1.914 -0.424 -1.491 -0.03 -0.04 0.15 0.1160
H -0.229 -0.573 0.746 0.06 0.08 -0.11 0.1100
H -0.087 1.589 0.240 -0.07 -0.01 0.00 0.0992
H -2.159 0.749 -2.026 0.04 -0.01 0.12 0.1073
H -0.766 1.836 -0.144 0.05 -0.02 -0.02 0.0832
H -3.580 0.533 -0.055 0.13 -0.06 0.04 0.0773
H -2.199 0.508 1.055 -0.05 -0.05 -0.13 0.0670
H -2.645 -0.964 0.176 0.05 0.14 -0.05 0.0873


No. 7
18
Properties=species:S:1:pos:R:3:forces:R:3:lowdin_charge:R:1 method="wB97M-V/def2-TZVPD" smiles=CC(C)CCO homo_lumo_gap_ev=11.2184 e_homo_ev=-10.25
C 1.479 0.889 0.235 0.06 0.01 -0.03 -0.0820
C 0.006 0.571 0.504 -0.02 0.04 -0.01 -0.4551
C -0.289 0.598 2.004 -0.01 -0.01 0.05 -0.0894
C -0.415 -0.766 -0.116 -0.04 0.00 0.02 -0.1763
C -0.436 -0.751 -1.642 0.33 0.29 0.17 -0.2835
O -1.418 -1.676 -2.075 -0.08 -0.08 -0.32 -0.0723
H 1.717 0.862 -0.835 -0.05 0.01 0.15 0.0718
H 2.125 0.159 0.740 -0.10 0.08 -0.08 0.0832
H 1.743 1.884 0.610 -0.04 -0.15 -0.04 0.0770
H -0.604 1.354 0.029 0.07 -0.10 0.06 0.1315
H 0.322 -0.141 2.538 -0.08 0.09 -0.09 0.0814
H -1.342 0.368 2.202 0.16 0.04 -0.03 0.0761
H -0.072 1.583 2.431 -0.01 -0.15 -0.06 0.0762
H 0.237 -1.572 0.248 -0.10 0.11 -0.04 0.1247
H -1.433 -1.013 0.208 0.11 0.06 -0.03 0.1180
H 0.552 -1.009 -2.054 -0.16 0.03 0.06 0.1153
H -0.679 0.266 -1.993 -0.02 -0.16 0.06 0.1188
H -1.491 -1.606 -3.034 -0.02 -0.11 0.14 0.0845


No. 8
18
Properties=species:S:1:pos:R:3:forces:R:3:lowdin_charge:R:1 method="wB97M-V/def2-TZVPD" smiles=CCCCOC homo_lumo_gap_ev=10.7757 e_homo_ev=-9.62
C 0.852 2.529 -0.646 0.04 0.05 0.01 -0.1221
C 0.124 1.194 -0.770 -0.06 0.00 0.00 -0.2829
C 0.928 0.032 -0.186 0.03 -0.02 -0.03 -0.1912
C 0.133 -1.280 -0.155 0.06 0.07 -0.27 -0.2383
O -0.172 -1.617 1.187 0.06 0.01 0.06 -0.1977
C -1.488 -2.063 1.381 -0.31 -0.13 0.09 -0.1280
H 1.016 2.775 0.408 0.00 0.00 -0.12 0.0727
H 0.289 3.352 -1.099 0.07 -0.16 0.06 0.0681
H 1.834 2.485 -1.132 -0.15 0.01 0.06 0.0724
H -0.095 0.982 -1.826 0.03 0.04 0.12 0.1088
H -0.850 1.246 -0.263 0.16 0.02 -0.04 0.1103
H 1.863 -0.081 -0.749 -0.15 -0.03 0.05 0.1122
H 1.212 0.259 0.849 -0.02 -0.03 -0.14 0.1175
H -0.800 -1.154 -0.728 0.15 -0.04 0.08 0.1135
H 0.692 -2.108 -0.622 -0.11 0.15 0.14 0.1217
H -1.569 -2.416 2.414 0.02 0.07 -0.19 0.0874
H -1.760 -2.889 0.705 0.10 0.10 0.11 0.0881
H -2.209 -1.244 1.232 0.07 -0.12 0.00 0.0876


No. 9
18
Properties=species:S:1:pos:R:3:forces:R:3:lowdin_charge:R:1 method="wB97M-V/def2-TZVPD" smiles="C=CCC.CO" homo_lumo_gap_ev=11.1329 e_homo_ev=-10.04
C 1.086 -1.164 -1.348 0.02 -0.06 0.03 -0.1089
C 0.211 0.068 -1.598 -0.06 0.03 -0.01 -0.2663
C 0.589 1.220 -0.708 -0.15 0.15 0.10 -0.2040
C -0.257 1.899 0.067 0.11 -0.05 -0.16 -0.0154
O 0.099 -0.494 2.237 0.11 0.15 -0.15 -0.1312
C -1.224 -0.933 2.034 -0.44 -0.19 -0.01 -0.1798
H 2.142 -0.943 -1.542 -0.16 -0.02 0.04 0.0745
H 0.794 -1.994 -1.999 0.03 0.12 0.10 0.0716
H 1.000 -1.497 -0.307 0.03 0.02 -0.16 0.0639
H -0.848 -0.176 -1.448 0.15 0.03 -0.01 0.1063
H 0.315 0.378 -2.648 0.01 -0.03 0.15 0.1094
H 0.326 0.096 1.504 0.00 -0.08 0.16 0.0251
H 1.643 1.504 -0.716 -0.14 -0.04 0.01 0.1089
H 0.071 2.730 0.686 -0.01 -0.13 -0.09 0.0636
H -1.319 1.659 0.093 0.17 0.00 -0.02 0.0619
H -1.289 -1.744 1.293 0.06 0.11 0.07 0.0742
H -1.895 -0.124 1.710 0.14 -0.08 0.07 0.0682
H -1.609 -1.317 2.983 0.12 0.05 -0.12 0.0778


No. 10
18
Properties=species:S:1:pos:R:3:forces:R:3:lowdin_charge:R:1 method="wB97M-V/def2-TZVPD" homo_lumo_gap_ev=7.5469 e_homo_ev=-6.76
C -2.181 0.007 0.430 -0.07 -0.05 0.05 -0.1202
C -0.862 0.701 0.181 -0.08 0.06 -0.25 -0.2324
C 0.139 0.019 -0.598 -0.09 0.30 -0.10 -0.4936
C 1.213 0.785 -1.295 0.05 -0.01 0.07 -0.0150
C 1.460 -0.672 1.138 0.20 -0.15 0.12 -0.1356
O -0.080 -1.177 -1.128 -0.14 -0.06 0.07 0.0979
H -2.743 -0.227 -0.490 0.09 0.01 0.14 0.0747
H -2.836 0.643 1.031 0.13 -0.08 -0.06 0.0742
H -2.068 -0.930 0.999 0.03 0.11 -0.06 0.0792
H 0.189 0.210 0.901 0.07 -0.02 0.07 0.1260
H -0.878 1.779 0.036 0.05 -0.15 0.01 0.1094
H 1.564 1.616 -0.682 -0.08 -0.14 -0.05 0.1006
H 0.753 1.185 -2.208 0.07 -0.02 0.09 0.1039
H 2.046 0.137 -1.564 -0.10 0.08 0.04 0.0935
H 2.063 0.063 1.691 -0.12 -0.03 -0.08 0.0092
H 2.137 -1.249 0.498 -0.12 0.08 0.06 0.0061
H 1.014 -1.372 1.861 0.00 0.08 -0.09 0.0065
H -0.929 -1.517 -0.803 0.10 0.01 -0.03 0.1157


No. 11
18
Properties=species:S:1:pos:R:3:forces:R:3:lowdin_charge:R:1 method="wB97M-V/def2-TZVPD" smiles="C=CCC.CO" homo_lumo_gap_ev=10.8751 e_homo_ev=-9.86
C 2.012 -1.159 0.505 0.02 -0.03 0.07 -0.1160
C 1.531 -0.716 -0.879 -0.04 -0.01 -0.05 -0.2731
C 1.026 0.700 -0.884 -0.14 0.07 -0.07 -0.2010
C -0.167 1.094 -1.326 0.17 -0.04 -0.02 -0.0223
O -1.991 1.372 1.126 0.27 0.03 0.01 -0.1336
C -2.655 0.129 1.092 -0.27 -0.33 0.01 -0.1771
H 2.815 -0.508 0.871 -0.13 -0.09 -0.06 0.0723
H 2.398 -2.183 0.477 -0.05 0.15 0.01 0.0694
H 1.195 -1.125 1.235 0.11 0.00 -0.10 0.0698
H 0.743 -1.388 -1.240 0.11 0.11 0.04 0.1060
H 2.367 -0.796 -1.587 -0.12 0.02 0.09 0.1089
H -1.064 1.213 0.902 -0.14 0.11 0.01 0.0377
H 1.718 1.451 -0.495 -0.10 -0.09 -0.04 0.1061
H -0.468 2.138 -1.308 0.07 -0.15 0.00 0.0649
H -0.889 0.388 -1.734 0.14 0.07 0.08 0.0661
H -2.496 -0.455 2.010 0.01 0.10 -0.12 0.0754
H -2.350 -0.487 0.234 -0.04 0.13 0.12 0.0684
H -3.726 0.330 1.001 0.13 -0.04 0.02 0.0782


No. 12
18
Properties=species:S:1:pos:R:3:forces:R:3:lowdin_charge:R:1 method="wB97M-V/def2-TZVPD" homo_lumo_gap_ev=8.0741 e_homo_ev=-7.49
C -1.328 -1.281 -1.624 0.01 0.00 -0.02 -0.1114
C -1.472 -0.950 -0.132 0.02 0.03 0.04 -0.2291
C -0.134 -0.546 0.443 0.01 -0.11 -0.15 -0.2609
O -0.220 0.200 1.592 0.06 0.09 -0.09 -0.1218
C 0.880 0.793 1.986 0.07 0.01 -0.07 -0.0469
C 1.462 1.526 -0.288 0.14 0.22 0.11 -0.0806
H -2.286 -1.595 -2.054 0.17 0.06 0.10 0.0692
H -0.609 -2.094 -1.786 -0.13 0.14 0.06 0.0732
H -0.973 -0.408 -2.185 -0.06 -0.16 0.12 0.0728
H -1.911 -1.811 0.396 0.13 0.16 -0.07 0.1076
H -2.167 -0.109 -0.004 0.11 -0.14 -0.03 0.1136
H 0.617 -1.347 0.499 -0.12 0.15 0.02 0.1370
H 0.611 0.440 -0.152 -0.14 -0.21 0.01 0.0475
H 1.812 0.228 2.010 -0.17 0.06 -0.11 0.0882
H 0.723 1.576 2.728 0.03 -0.18 -0.25 0.0926
H 2.516 1.440 -0.018 -0.15 0.05 0.00 0.0136
H 1.084 2.514 -0.024 0.10 -0.07 -0.03 0.0145
H 1.394 1.425 -1.386 -0.07 -0.10 0.36 0.0208


No. 13
18
Properties=species:S:1:pos:R:3:forces:R:3:lowdin_charge:R:1 method="wB97M-V/def2-TZVPD" homo_lumo_gap_ev="6.5357 / 9.0041" e_homo_ev="-7.79 / -9.46"
C -2.482 -0.141 0.207 0.10 -0.20 0.14 0.0448
O -0.421 0.924 -1.029 0.03 -0.07 -0.01 -0.0451
C 0.434 0.268 -0.252 1.16 -0.68 0.41 -0.7769
C -0.048 -1.142 0.061 -0.57 0.13 -0.08 0.0048
C 1.770 -0.014 -1.106 -0.28 0.48 -0.10 -0.0120
C 0.840 1.016 1.046 -0.19 0.05 -0.19 -0.0362
H -2.427 0.881 0.569 -0.03 -0.18 -0.07 0.0349
H -2.967 -0.853 0.881 0.02 0.25 -0.21 0.0370
H -2.734 -0.241 -0.845 0.02 0.04 0.22 0.0412
H -0.260 -1.758 -0.821 0.13 0.20 0.18 0.1007
H 0.430 -1.713 0.870 -0.12 0.32 -0.23 0.1007
H -1.233 -0.747 0.354 0.06 -0.14 0.02 0.0198
H 1.509 -0.520 -2.042 0.05 0.11 0.24 0.0817
H 2.181 0.975 -1.335 0.01 -0.26 -0.01 0.0815
H 2.510 -0.599 -0.548 -0.30 0.13 -0.03 0.0806
H 1.195 2.020 0.781 -0.07 -0.23 0.07 0.0843
H -0.042 1.128 1.693 0.19 -0.02 -0.14 0.0772
H 1.626 0.496 1.614 -0.23 0.09 -0.22 0.0809